# 1
DFT (ωB97M-V/def2-TZVPD) results for 7 unconnected molecules or ions with the total composition C53H52BFN3O26 at a distorted geometry.

As for the energy relative to the best compared isomer or geometry (same formula, charge and spin): 0.00 kcal per mole. The calculation puts the frontier orbital gap at 7.44 eV. The calculation puts the LUMO energy at -0.12308 hartree. Its total charge is +1. The value obtained for the HOMO energy is -10.8 eV. The max |F| is 0.0244 Eh/bohr. Its electronic energy is -116896.7031 eV.

```
136
Properties=species:S:1:pos:R:3:lowdin_charge:R:1
C -0.567 -2.449 2.129 -0.085
C -0.066 -1.722 0.887 -0.220
C -1.201 -1.461 -0.082 -0.189
O -0.613 -1.112 -1.344 -0.138
C -1.449 -0.428 -2.221 -0.158
N -0.627 0.481 -3.053 0.018
C -1.140 1.872 -3.170 -0.045
C -0.640 2.868 -2.104 -0.255
B -1.746 3.414 -1.084 -0.472
C -3.299 3.434 -1.322 0.030
O -1.246 3.937 0.083 0.166
C -0.002 4.122 -2.712 -0.164
C 0.862 4.929 -1.955 -0.024
C 1.436 6.076 -2.491 -0.054
C 1.168 6.467 -3.801 -0.064
C 0.282 5.700 -4.553 -0.060
C -0.287 4.550 -4.015 -0.032
C 0.399 2.109 -1.272 -0.105
N 1.380 1.424 -2.130 0.142
C 0.709 0.421 -2.811 -0.292
N 1.427 -0.589 -3.213 0.210
C 0.964 -1.723 -3.984 -0.347
C 1.400 -3.026 -3.341 0.019
F 1.547 -1.609 -5.222 0.035
H 0.285 -2.854 2.662 0.068
H -1.215 -3.281 1.866 0.077
H -1.123 -1.777 2.775 0.079
H 0.309 -0.750 1.203 0.114
H 0.697 -2.278 0.358 0.083
H -1.808 -2.352 -0.226 0.133
H -1.817 -0.648 0.304 0.129
H -1.978 -1.136 -2.863 0.141
H -2.199 0.157 -1.689 0.136
H -2.221 1.792 -3.160 0.123
H -0.896 2.185 -4.176 0.116
H -3.614 3.253 -2.343 0.067
H -3.748 2.657 -0.694 0.082
H -3.731 4.364 -0.967 0.059
H -1.901 3.821 0.778 0.123
H 1.099 4.697 -0.931 0.111
H 2.113 6.674 -1.903 0.109
H 1.627 7.343 -4.224 0.106
H 0.066 6.009 -5.562 0.108
H -0.966 4.001 -4.645 0.105
H -0.125 1.365 -0.679 0.127
H 0.891 2.741 -0.552 0.122
H 1.699 2.094 -2.837 0.165
H 2.404 -0.588 -2.955 0.180
H -0.107 -1.675 -4.130 0.145
H 1.626 -3.728 -4.134 0.095
H 2.312 -2.866 -2.773 0.081
H 0.635 -3.400 -2.674 0.086
C -5.605 7.706 -0.559 0.079
C -6.693 7.843 -1.333 -0.224
C -6.679 7.482 -2.796 -0.296
O -7.711 7.620 -3.420 0.113
C -5.439 6.997 -3.379 0.085
C -4.355 6.869 -2.604 -0.241
C -4.376 7.203 -1.137 -0.322
O -3.346 7.022 -0.511 0.097
O -3.181 6.435 -3.052 0.099
O -7.850 8.295 -0.879 0.131
H -5.605 7.957 0.492 0.138
H -5.434 6.758 -4.433 0.138
H -2.579 6.467 -2.282 0.112
H -8.466 8.291 -1.637 0.106
C 5.226 -4.730 2.413 0.092
C 3.941 -5.036 2.184 -0.210
C 3.065 -4.180 1.308 -0.298
O 1.918 -4.534 1.118 0.102
C 3.640 -2.975 0.731 0.069
C 4.922 -2.667 0.966 -0.230
C 5.800 -3.542 1.819 -0.298
O 6.961 -3.200 1.968 0.096
O 5.510 -1.588 0.470 0.121
O 3.367 -6.109 2.716 0.087
H 5.866 -5.339 3.036 0.146
H 3.003 -2.356 0.116 0.114
H 6.436 -1.609 0.782 0.124
H 2.427 -6.142 2.442 0.093
C 9.086 -7.162 -0.979 0.076
C 9.294 -7.211 -2.302 -0.238
C 9.120 -6.000 -3.180 -0.316
O 9.343 -6.128 -4.369 0.111
C 8.693 -4.756 -2.565 0.073
C 8.485 -4.706 -1.242 -0.230
C 8.680 -5.913 -0.360 -0.310
O 8.475 -5.779 0.831 0.111
O 8.092 -3.605 -0.613 0.099
O 9.665 -8.312 -2.939 0.121
H 9.209 -8.025 -0.340 0.137
H 8.558 -3.897 -3.206 0.134
H 8.033 -3.818 0.343 0.083
H 9.748 -8.069 -3.881 0.122
C -1.064 -6.192 4.612 0.077
C -2.141 -6.701 5.231 -0.232
C -2.791 -7.982 4.774 -0.309
O -3.751 -8.378 5.402 0.123
C -2.238 -8.660 3.613 0.082
C -1.166 -8.148 2.997 -0.231
C -0.505 -6.883 3.472 -0.293
O 0.478 -6.492 2.862 0.075
O -0.607 -8.709 1.931 0.123
O -2.710 -6.131 6.278 0.130
H -0.588 -5.276 4.934 0.137
H -2.720 -9.570 3.283 0.140
H 0.149 -8.144 1.686 0.119
H -3.460 -6.707 6.530 0.127
C -11.497 10.930 -2.204 0.079
C -10.393 10.439 -2.780 -0.237
C -9.112 11.226 -2.845 -0.315
O -8.159 10.680 -3.372 0.100
C -9.086 12.562 -2.284 0.076
C -10.192 13.057 -1.711 -0.235
C -11.470 12.263 -1.625 -0.311
O -12.418 12.784 -1.072 0.116
O -10.253 14.267 -1.179 0.123
O -10.329 9.228 -3.325 0.105
H -12.422 10.373 -2.148 0.137
H -8.164 13.121 -2.350 0.136
H -11.161 14.369 -0.834 0.123
H -9.419 9.120 -3.670 0.090
C 4.866 -4.973 7.485 0.071
C 5.564 -5.709 8.361 -0.238
C 5.818 -7.176 8.142 -0.315
O 6.475 -7.763 8.980 0.114
C 5.264 -7.801 6.955 0.076
C 4.564 -7.069 6.075 -0.231
C 4.330 -5.592 6.287 -0.311
O 3.697 -4.982 5.444 0.096
O 4.040 -7.598 4.978 0.106
O 6.082 -5.215 9.475 0.122
H 4.680 -3.918 7.633 0.134
H 5.440 -8.858 6.816 0.137
H 3.589 -6.895 4.461 0.084
H 6.535 -5.959 9.917 0.123
```



# 2
DFT (ωB97M-V/def2-TZVPD) results for a molecular structure, C30H59BN9O5SeW.

As for the energy relative to the best compared isomer or geometry (same formula, charge and spin): 5.52 kcal per mole. The calculation puts the frontier orbital gap (alpha / beta) at 8.03 / 8.58 eV. The calculation puts the LUMO energy (alpha / beta) at -0.11328 / -0.11378 hartree. Its total charge is +1. Its expectation value of S² is 2.01. The value obtained for the HOMO energy (alpha / beta) is -11.1 / -11.7 eV. The max |F| is 0.0147 Eh/bohr. Its electronic energy is -123560.6785 eV. Its multiplicity is 3.

```
106
Properties=species:S:1:pos:R:3:lowdin_charge:R:1
W -0.895 -0.541 0.735 1.766
C 3.071 0.925 -3.503 -0.007
C 2.874 0.546 -2.073 -0.251
C 3.804 0.498 -1.066 0.028
C 3.117 0.103 0.090 -0.201
N 1.805 -0.070 -0.205 0.103
N 1.697 0.188 -1.538 0.003
B 0.391 0.142 -2.293 -0.516
N -0.470 1.408 -1.948 -0.021
N -0.081 2.260 -0.942 0.113
C -0.604 3.444 -1.223 -0.260
C -1.391 3.370 -2.392 0.031
C -1.258 2.081 -2.834 -0.288
C -1.818 1.453 -4.066 -0.006
C -0.264 4.705 -0.461 -0.544
C 0.492 5.631 -1.429 -0.035
C 0.645 4.418 0.733 -0.042
C -1.543 5.411 0.001 -0.032
N -0.280 -1.271 -2.103 0.020
N -0.407 -1.974 -0.906 -0.026
C -0.850 -3.221 -1.232 -0.195
C -1.029 -3.283 -2.606 0.032
C -0.633 -2.069 -3.125 -0.241
C -0.568 -1.755 -4.585 0.000
C -1.071 -4.455 -0.367 -0.521
C -0.375 -4.389 0.981 -0.048
C -0.494 -5.667 -1.120 -0.043
C -2.579 -4.670 -0.166 -0.017
C 3.855 -0.149 1.407 -0.513
C 3.240 0.560 2.617 -0.043
C 5.291 0.387 1.285 -0.063
C 3.972 -1.657 1.675 -0.018
H 4.112 1.203 -3.657 0.088
H 2.445 1.774 -3.781 0.089
H 2.836 0.100 -4.175 0.085
H 4.849 0.719 -1.174 0.110
H 0.614 0.204 -3.460 0.105
H -1.937 4.161 -2.880 0.121
H -2.457 2.165 -4.583 0.093
H -2.421 0.568 -3.839 0.078
H -1.024 1.145 -4.747 0.083
H 1.414 5.159 -1.774 0.094
H 0.751 6.565 -0.928 0.091
H -0.115 5.871 -2.302 0.085
H 1.525 3.845 0.431 0.088
H 0.119 3.866 1.514 0.046
H 0.979 5.357 1.175 0.097
H -2.181 5.662 -0.847 0.087
H -1.294 6.339 0.519 0.094
H -2.127 4.792 0.686 0.069
H -1.340 -4.137 -3.182 0.124
H -0.595 -2.693 -5.136 0.093
H 0.336 -1.218 -4.858 0.078
H -1.424 -1.161 -4.903 0.076
H 0.699 -4.211 0.858 0.095
H -0.491 -5.344 1.494 0.110
H -0.829 -3.631 1.603 0.026
H 0.559 -5.517 -1.367 0.098
H -1.037 -5.888 -2.038 0.078
H -0.574 -6.544 -0.478 0.094
H -3.024 -3.862 0.414 0.066
H -2.742 -5.601 0.380 0.101
H -3.091 -4.746 -1.127 0.090
H 3.006 1.604 2.394 0.097
H 3.954 0.556 3.443 0.099
H 2.362 0.045 2.999 0.035
H 5.305 1.455 1.061 0.097
H 5.856 -0.140 0.516 0.086
H 5.808 0.232 2.233 0.091
H 3.005 -2.127 1.847 0.053
H 4.581 -1.831 2.565 0.099
H 4.451 -2.158 0.832 0.099
N 0.133 1.051 1.756 -0.078
C -0.573 1.719 2.870 -0.183
C -1.911 2.108 2.308 -0.151
N -2.441 0.967 1.520 -0.140
C -3.375 1.459 0.481 -0.158
C -3.771 0.260 -0.330 -0.163
N -2.497 -0.320 -0.811 -0.043
H 1.031 0.699 2.062 0.037
H 0.322 1.701 0.976 0.058
H -0.014 2.591 3.211 0.126
H -0.684 1.011 3.683 0.092
H -1.793 2.947 1.623 0.086
H -2.618 2.390 3.087 0.151
H -3.034 0.421 2.156 0.052
H -2.854 2.194 -0.138 0.110
H -4.238 1.933 0.951 0.148
H -4.413 0.530 -1.169 0.135
H -4.275 -0.474 0.296 0.110
H -2.145 0.226 -1.591 0.064
H -2.663 -1.267 -1.143 0.109
O -2.979 -3.334 3.355 -0.388
Se -2.936 -1.799 2.932 0.866
O -1.855 -0.854 3.693 -0.447
O -2.199 -1.832 1.304 -0.588
O -4.307 -0.994 2.659 -0.421
C 1.016 -1.664 4.389 -0.053
C 0.591 -2.433 3.168 -0.224
O 0.629 -1.590 1.942 -0.252
H 0.783 -2.280 5.259 0.104
H 0.441 -0.746 4.493 0.063
H 2.083 -1.452 4.400 0.071
H -0.413 -2.817 3.285 0.074
H 1.264 -3.265 2.970 0.123
H 1.188 -2.025 1.283 0.058
```



# 3
DFT (ωB97M-V/def2-TZVPD) results for a molecular structure, C7H15BKNO4 at a distorted geometry.

The calculation puts the frontier orbital gap at 4.95 eV. The calculation puts the LUMO energy at -0.08313 hartree. Its total charge is 0. The value obtained for the HOMO energy is -7.2 eV. The max |F| is 0.1015 Eh/bohr. Its electronic energy is -34178.0335 eV.

```
29
Properties=species:S:1:pos:R:3:nbo_charge:R:1
C 0.505 2.503 2.170 -0.628
C 0.189 0.968 1.652 -0.411
C -0.688 0.884 0.268 -0.433
C -1.405 -0.593 0.232 -0.225
C -2.894 -0.504 -0.524 -0.628
C -0.567 -1.749 -0.576 0.082
C 0.910 -2.225 -0.046 -0.119
O 1.493 -2.613 -1.355 -0.730
B 1.090 -1.500 -2.263 0.781
O 1.917 -0.344 -1.771 -0.531
N 2.372 0.353 -2.861 0.382
O 2.444 1.534 -2.480 -0.423
O -0.390 -1.401 -2.005 -0.733
H 1.671 2.566 2.404 0.086
H 0.241 3.334 1.390 0.217
H -0.059 2.624 3.209 0.231
H -0.392 0.418 2.508 0.214
H 1.250 0.486 1.413 0.223
H -1.485 1.772 0.283 0.189
H 0.000 1.086 -0.671 0.261
H -1.658 -0.959 1.337 0.187
H -3.681 -0.161 0.271 0.194
H -2.872 0.225 -1.464 0.223
H -3.143 -1.593 -0.946 0.226
H -1.225 -2.718 -0.347 0.161
H 1.530 -1.548 0.679 0.149
H 0.797 -3.263 0.509 0.172
H 1.090 -1.698 -3.430 -0.112
K 2.960 4.117 2.414 0.994
```